Record 1
# C35H35BrCrIN3O3Si

A molecular structure, C35H35BrCrIN3O3Si at a distorted geometry (ωB97M-V with the def2-TZVPD basis set, the OMol25 dataset).

* expectation value of S²: 0.783
* LUMO energy (alpha / beta): -4.47 / -3.97 eV
* gap between HOMO and LUMO (alpha / beta): 6.47 / 6.96 eV
* spin multiplicity: 2
* E_HOMO (alpha / beta): -10.94 / -10.94 eV
* strongest force on any atom: 0.0668 Eh/bohr
* net charge: +1
* total energy: -161913.90371 eV
* relative energy (zero: lowest compared OMol25 entry of this formula, charge and spin): 181.0 kJ/mol

```
80
Properties=species:S:1:pos:R:3:forces:R:3:lowdin_spin:R:1
Cr 0.033 -0.088 -0.244 0.26 1.99 0.32 1.039
C 4.468 -0.761 -1.055 -0.03 -0.02 -0.03 0.000
C 4.085 -0.302 0.311 -0.68 -0.09 -0.38 -0.003
N 5.017 -0.167 1.212 0.21 -0.03 -0.10 -0.001
C 4.702 0.269 2.432 -0.38 0.20 0.39 -0.003
C 3.423 0.580 2.838 -0.12 0.05 -0.02 0.000
C 3.189 1.059 4.255 0.20 -0.32 -0.03 0.000
O 2.432 2.248 4.332 -0.20 0.28 0.07 0.000
C 2.348 0.393 1.917 1.46 -0.42 -1.22 -0.004
C 1.013 0.646 2.323 -1.43 0.06 0.30 -0.004
N -0.114 0.315 1.727 1.94 -0.36 -0.78 -0.003
C -1.333 0.615 2.332 -1.36 0.34 0.76 0.004
C -1.436 0.888 3.711 0.25 -0.13 -0.40 0.000
C -2.621 1.274 4.300 -0.13 0.05 -0.03 0.000
C -3.784 1.369 3.551 0.12 -0.06 -0.06 0.000
C -3.744 1.022 2.214 0.02 -0.04 -0.27 0.001
C -2.546 0.650 1.625 0.38 -0.09 -0.42 0.008
I -2.670 0.147 -0.457 -0.25 -0.13 0.79 -0.005
C 2.705 -0.042 0.599 1.09 0.71 2.58 0.003
O 1.808 -0.226 -0.296 -0.82 -0.51 -1.31 0.008
H 5.494 -1.113 -1.036 0.03 0.00 -0.03 0.000
H 4.384 0.064 -1.762 -0.02 0.04 -0.12 0.000
H 3.809 -1.558 -1.392 -0.02 -0.07 -0.13 0.000
H 5.539 0.354 3.112 -0.02 0.10 0.17 0.000
H 4.159 1.180 4.747 -0.12 -0.12 0.02 0.000
H 2.616 0.311 4.810 0.12 0.01 0.03 0.000
H 2.993 3.000 4.123 0.03 0.08 -0.07 0.000
H 0.958 1.196 3.258 -0.17 -0.08 -0.08 0.000
H -0.561 0.780 4.332 0.03 0.04 0.09 0.000
H -2.640 1.499 5.353 0.03 0.00 0.13 0.000
H -4.712 1.688 3.998 -0.08 -0.02 0.06 0.000
H -4.640 1.034 1.612 -0.09 0.07 0.03 0.000
C -0.679 4.395 1.318 0.08 -0.03 -0.18 0.000
C 0.238 4.588 0.111 -0.25 -0.79 -0.72 -0.002
C -0.015 5.967 -0.488 0.03 -0.06 0.02 0.000
C 1.695 4.470 0.550 -0.16 -0.02 -0.14 0.000
Si -0.126 3.208 -1.237 0.28 2.13 -0.62 -0.003
O -0.040 1.775 -0.565 -0.14 -3.29 0.98 -0.024
C -1.859 3.427 -2.001 0.72 -0.05 0.17 -0.001
C -2.029 3.559 -3.376 0.09 -0.03 0.03 0.000
C -3.291 3.683 -3.933 -0.04 -0.02 -0.19 0.000
C -4.413 3.652 -3.124 -0.07 0.02 -0.03 0.000
C -4.266 3.510 -1.755 -0.01 0.03 0.13 0.000
C -3.001 3.407 -1.204 -0.01 0.15 0.05 0.000
C 1.228 3.225 -2.572 -0.88 0.12 0.52 0.000
C 1.963 2.072 -2.823 -0.05 -0.21 0.12 0.000
C 2.963 2.065 -3.780 0.11 -0.16 -0.05 0.000
C 3.239 3.212 -4.504 0.05 -0.03 -0.03 0.000
C 2.502 4.361 -4.275 0.00 0.14 -0.06 0.000
C 1.502 4.364 -3.318 0.13 0.01 -0.13 0.000
H -0.376 5.065 2.124 0.02 0.09 0.13 0.000
H -0.636 3.373 1.691 -0.04 -0.16 0.13 0.000
H -1.708 4.634 1.063 -0.16 0.01 0.06 0.000
H 0.053 6.726 0.293 0.02 0.14 0.08 0.000
H -1.006 6.031 -0.934 -0.11 0.08 -0.06 0.000
H 0.727 6.208 -1.245 0.06 0.10 -0.10 0.000
H 1.933 5.263 1.259 0.06 0.08 0.14 0.000
H 2.369 4.563 -0.300 0.14 -0.01 -0.04 0.000
H 1.877 3.510 1.031 0.12 -0.16 0.10 0.000
H -1.160 3.556 -4.019 0.08 0.05 -0.12 0.000
H -3.399 3.802 -5.002 -0.01 -0.01 -0.07 0.000
H -5.398 3.744 -3.555 -0.09 0.01 -0.06 0.000
H -5.134 3.492 -1.114 -0.15 0.01 0.08 0.000
H -2.898 3.304 -0.132 -0.06 0.01 0.15 0.000
H 1.740 1.169 -2.258 0.17 0.17 -0.14 0.000
H 3.527 1.161 -3.969 0.04 -0.05 -0.02 0.000
H 4.020 3.208 -5.251 0.06 0.00 -0.06 0.000
H 2.702 5.256 -4.843 0.05 0.11 -0.09 0.000
H 0.922 5.258 -3.157 -0.06 0.20 -0.04 0.000
Br 2.951 -5.103 0.422 -0.28 0.16 -0.04 0.000
C 1.250 -4.314 0.163 0.01 -0.17 0.06 0.000
C 0.106 -5.095 0.063 0.20 0.45 0.02 -0.001
C -1.086 -4.420 -0.135 0.16 0.06 0.02 0.000
C -1.088 -3.038 -0.214 -0.33 -0.12 -0.02 -0.001
N 0.012 -2.274 -0.104 -0.46 -0.28 -0.25 -0.005
C 1.162 -2.932 0.080 0.50 -0.11 0.09 -0.002
H 0.145 -6.169 0.142 0.04 -0.11 -0.02 0.000
H -2.014 -4.961 -0.228 -0.09 0.02 -0.02 0.000
H -2.030 -2.538 -0.378 0.09 0.08 0.05 0.000
H 2.069 -2.353 0.171 -0.12 -0.05 -0.04 0.000
```
Forces are in eV/Å.

=====

Record 2
# C15H32FeNO3P2

A molecular structure, C15H32FeNO3P2 at a distorted geometry (ωB97M-V with the def2-TZVPD basis set, the OMol25 dataset).

* expectation value of S²: 6.023
* LUMO energy (alpha / beta): -2.96 / -3.29 eV
* gap between HOMO and LUMO (alpha / beta): 7.65 / 8.37 eV
* spin multiplicity: 5
* E_HOMO (alpha / beta): -10.61 / -11.66 eV
* strongest force on any atom: 0.0547 Eh/bohr
* net charge: +1
* total energy: -76667.48601 eV
* relative energy (zero: lowest compared OMol25 entry of this formula, charge and spin): 2.6 kJ/mol

```
54
Properties=species:S:1:pos:R:3:forces:R:3:lowdin_spin:R:1
Fe 0.081 0.515 0.190 -0.12 -1.01 2.62 3.458
P -2.197 0.140 -0.326 0.20 -0.56 -0.12 0.063
C -2.150 0.511 -2.116 -0.66 0.19 -0.09 0.008
C -0.861 1.205 -2.489 0.14 -0.14 -0.04 0.014
N 0.218 1.009 -1.695 0.35 0.51 -1.37 0.044
C 1.458 1.392 -2.083 -0.28 0.29 -0.36 0.016
C 1.627 2.104 -3.257 0.14 0.04 -0.11 0.000
C 0.520 2.365 -4.064 -0.16 0.05 0.30 0.010
C -0.734 1.898 -3.677 0.21 0.02 -0.12 0.000
C 2.641 1.018 -1.206 0.22 0.03 0.00 0.008
P 2.250 -0.474 -0.203 -0.34 -0.22 0.01 0.057
H -1.633 2.021 -4.269 0.22 0.15 -0.18 0.000
H 2.630 2.457 -3.499 -0.33 -0.11 -0.17 0.000
H 0.631 2.937 -4.979 0.02 -0.10 0.06 0.001
H 3.521 0.800 -1.831 -0.20 0.40 0.14 0.001
H 2.889 1.832 -0.499 -0.05 -0.23 -0.35 0.001
H -2.120 -0.468 -2.636 0.14 0.37 0.30 0.000
H -3.070 0.990 -2.517 0.69 0.11 0.28 0.001
H -1.244 -2.438 -2.843 0.37 0.18 0.02 0.000
O -1.430 -1.950 -3.667 -0.12 -0.58 0.39 0.000
H -2.270 -2.355 -3.894 -0.25 0.03 -0.60 0.000
H -0.044 -2.114 -1.043 -0.06 0.55 0.45 -0.002
O -0.539 -2.936 -1.105 0.49 -0.37 -0.61 -0.002
H 0.133 -3.514 -1.504 -0.41 -0.22 0.24 0.000
C 2.735 -1.840 -1.306 0.41 -0.21 -0.05 0.014
H 3.767 -1.690 -1.659 -0.27 -0.18 0.06 0.003
H 2.675 -2.790 -0.754 0.06 0.27 -0.15 0.000
H 2.072 -1.908 -2.180 0.14 0.15 0.20 0.000
C 3.435 -0.447 1.164 0.38 -0.12 -0.03 0.010
H 3.267 -1.346 1.776 0.12 0.29 -0.15 0.000
H 4.472 -0.433 0.794 -0.28 -0.03 0.22 0.002
H 3.243 0.436 1.788 0.04 -0.28 -0.23 0.000
C -2.867 1.559 0.563 -0.63 0.22 -0.01 0.009
H -3.923 1.723 0.304 0.27 0.16 0.17 0.002
H -2.760 1.361 1.640 -0.08 0.09 -0.38 0.000
H -2.275 2.455 0.327 -0.21 -0.19 0.05 0.002
C -3.359 -1.234 -0.135 -0.32 -0.07 0.02 0.017
H -3.513 -1.384 0.943 -0.02 -0.03 -0.31 0.000
H -4.325 -1.014 -0.618 0.28 -0.12 0.21 0.004
H -2.920 -2.151 -0.556 -0.14 0.34 0.15 0.000
C -1.247 0.804 3.960 -0.40 0.36 -0.06 0.006
C 0.009 0.184 3.386 0.14 0.22 0.09 0.021
C 1.221 0.818 4.037 0.40 0.40 0.00 0.006
C 0.010 -1.310 3.669 -0.02 -0.42 -0.16 0.002
O 0.066 0.476 2.011 -0.05 -0.16 -0.49 0.220
H -1.285 0.725 5.048 -0.02 -0.03 -0.08 0.001
H -2.138 0.330 3.542 -0.02 -0.14 0.07 0.000
H -1.290 1.860 3.681 0.06 0.00 0.13 0.000
H 1.194 0.735 5.124 0.04 -0.02 -0.04 0.001
H 2.140 0.359 3.667 -0.05 -0.10 0.12 0.000
H 1.261 1.876 3.759 -0.04 -0.03 0.15 0.000
H -0.859 -1.802 3.231 -0.07 0.06 -0.04 0.000
H 0.897 -1.797 3.258 0.06 0.09 -0.01 0.000
H -0.007 -1.501 4.748 0.01 0.09 -0.15 0.000
```
Forces are in eV/Å.

=====

Record 3
# C15H30F6Li2N3O27S6

A molecular structure, C15H30F6Li2N3O27S6 at a distorted geometry (ωB97M-V with the def2-TZVPD basis set, the OMol25 dataset).

* LUMO energy: 1.18 eV
* gap between HOMO and LUMO: 8.52 eV
* E_HOMO: -7.34 eV
* strongest force on any atom: 0.1961 Eh/bohr
* net charge: -1
* total energy: -157519.85508 eV
* relative energy (zero: lowest compared OMol25 entry of this formula, charge and spin): 0.0 kJ/mol

```
89
Properties=species:S:1:pos:R:3:forces:R:3:lowdin_charge:R:1
Li 0.442 -11.190 0.218 0.13 0.39 1.65 0.602
Li 0.190 -10.789 -2.210 0.21 1.03 -1.87 0.639
N -0.481 -9.624 -0.801 2.97 3.93 0.80 -0.410
S 0.030 -7.965 -0.612 4.35 2.50 -1.80 0.617
O 0.872 -7.785 0.558 -1.79 -0.71 -1.47 -0.256
O -0.805 -6.883 -1.096 -0.10 -2.16 1.60 -0.226
F 1.028 -8.036 -1.852 0.04 -0.61 0.89 -0.176
S -1.916 -9.360 -0.346 -7.84 -1.13 1.90 0.437
O -2.803 -9.014 -1.433 1.03 0.07 1.19 -0.249
O -2.258 -8.866 1.010 1.86 -0.28 -2.87 -0.273
F -2.154 -10.901 -0.150 -0.62 -1.53 0.12 -0.204
N 2.141 -9.298 -6.161 1.90 -4.29 3.64 -0.219
S 2.530 -10.266 -4.769 -1.00 -3.92 -1.69 0.572
O 1.418 -10.395 -3.826 0.67 0.47 -0.12 -0.378
O 3.870 -10.286 -4.258 -1.07 0.08 -0.34 -0.268
F 2.400 -11.653 -5.546 0.14 0.40 0.11 -0.184
S 2.367 -8.035 -5.314 -0.66 8.17 -1.60 0.441
O 3.639 -7.698 -4.676 -2.12 -1.07 -0.11 -0.293
O 1.094 -7.569 -4.766 2.09 -0.35 0.10 -0.302
F 2.557 -7.140 -6.672 -0.40 0.31 0.41 -0.245
N 0.850 -12.284 -1.341 4.86 0.31 0.84 -0.396
S 2.494 -12.794 -1.579 6.13 2.94 -1.13 0.608
O 2.825 -13.386 -2.874 -1.45 1.25 2.57 -0.217
O 3.235 -13.285 -0.437 -1.83 0.06 -0.58 -0.264
F 3.060 -11.286 -1.621 -0.85 -0.89 -0.33 -0.177
S 0.415 -13.719 -1.559 -8.71 -4.73 -1.86 0.391
O 0.805 -14.726 -0.647 1.69 -0.41 0.27 -0.227
O 0.213 -14.002 -2.947 0.22 -0.21 0.92 -0.222
F -1.092 -13.503 -0.985 0.18 0.45 -0.41 -0.192
C 9.618 -15.735 -2.433 0.52 -1.50 0.61 -0.049
O 9.041 -14.459 -2.460 1.51 0.61 -0.18 0.031
C 7.761 -14.330 -2.376 -3.73 -0.97 0.08 -0.595
O 6.962 -15.148 -1.907 1.57 1.23 -0.55 0.093
O 7.388 -13.184 -2.975 1.00 -1.08 0.35 0.011
C 6.016 -12.862 -2.933 -0.67 1.70 -0.17 -0.048
H 10.598 -15.630 -2.897 -0.29 -0.15 -0.23 0.098
H 8.992 -16.522 -2.854 -0.10 0.43 -0.78 0.100
H 9.782 -16.172 -1.448 0.01 0.75 0.55 0.094
H 5.788 -12.435 -1.956 -0.30 -0.51 0.25 0.091
H 5.286 -13.598 -3.271 0.53 -0.37 0.31 0.094
H 5.933 -11.999 -3.594 -0.06 -0.12 -0.19 0.094
C 8.704 -11.680 2.941 -1.28 0.45 -0.66 -0.053
O 9.081 -13.054 2.983 1.21 -0.64 0.59 -0.005
C 8.331 -14.081 2.512 2.45 -3.28 0.62 -0.568
O 8.724 -15.287 2.530 -1.20 4.49 0.02 0.064
O 7.201 -13.650 2.072 -1.81 1.08 -1.45 0.001
C 6.323 -14.570 1.404 -0.25 -1.78 0.52 0.000
H 9.448 -10.925 3.199 1.00 -1.06 0.16 0.090
H 7.906 -11.448 3.646 -0.39 -0.38 -0.21 0.094
H 8.421 -11.416 1.922 -0.38 -0.05 0.05 0.087
H 6.854 -15.282 0.771 0.34 0.33 0.03 0.089
H 5.519 -14.149 0.801 0.46 0.91 0.30 0.083
H 5.875 -15.166 2.199 -0.20 -0.07 -0.07 0.100
C -0.959 -17.785 -0.184 -0.87 -0.81 -1.15 -0.043
O -1.198 -17.837 1.203 0.82 -0.49 2.04 -0.005
C -2.106 -18.595 1.852 -1.46 1.59 -0.20 -0.544
O -2.160 -18.719 3.056 0.60 -0.43 -1.59 0.130
O -3.122 -18.912 0.992 0.89 -0.08 -0.54 -0.044
C -4.097 -19.855 1.402 -0.03 -0.09 0.65 -0.051
H -0.615 -18.731 -0.602 -0.06 -0.38 0.35 0.093
H -0.159 -17.088 -0.436 -0.43 0.40 0.57 0.081
H -1.914 -17.577 -0.667 0.28 0.42 -0.33 0.096
H -4.826 -19.390 2.066 0.25 -0.05 0.36 0.094
H -3.557 -20.674 1.878 -0.49 -0.15 0.17 0.098
H -4.683 -20.209 0.554 0.54 0.12 -0.30 0.090
C -3.224 -12.275 2.611 0.03 0.85 -1.24 -0.041
O -2.263 -13.330 2.708 1.50 0.13 0.40 -0.003
C -0.933 -13.068 2.412 -2.92 -0.60 -0.71 -0.521
O -0.520 -11.976 2.077 0.44 -0.72 0.13 0.061
O -0.325 -14.254 2.418 -0.52 1.97 0.01 0.028
C 1.091 -14.242 2.418 1.00 -1.98 0.41 -0.031
H -2.823 -11.298 2.881 0.13 -0.17 0.28 0.091
H -4.163 -12.472 3.129 0.59 -0.55 0.55 0.093
H -3.528 -12.177 1.568 0.17 -0.03 -0.16 0.086
H 1.675 -13.512 1.858 -0.76 0.37 -0.06 0.084
H 1.306 -15.226 2.001 0.32 0.17 -0.19 0.099
H 1.408 -14.323 3.457 0.16 0.49 0.05 0.105
C 4.719 -10.720 0.961 -0.74 -0.48 0.10 0.009
O 4.057 -10.751 2.250 -0.26 0.21 0.86 0.016
C 2.740 -10.576 2.275 -0.73 0.80 -1.53 -0.550
O 2.027 -10.473 1.265 0.80 -0.58 1.31 0.012
O 2.326 -10.453 3.532 0.22 0.50 0.16 0.037
C 1.018 -9.947 3.845 -1.72 -0.75 0.34 -0.023
H 4.563 -9.735 0.521 -0.10 -0.26 -0.26 0.114
H 4.267 -11.554 0.423 0.36 0.50 -0.51 0.051
H 5.784 -10.904 1.104 -0.21 0.02 0.40 0.091
H 0.494 -9.342 3.104 0.71 -0.10 -0.48 0.099
H 0.924 -9.421 4.795 1.39 0.38 -0.06 0.094
H 0.357 -10.782 4.076 0.13 -0.35 -0.56 0.078
```
Forces are in eV/Å.

=====

Record 4
# C3H4EuO

A molecular structure, C3H4EuO at a distorted geometry (ωB97M-V with the def2-TZVPD basis set, the OMol25 dataset).

* expectation value of S²: 15.759
* LUMO energy (alpha / beta): -10.08 / -9.84 eV
* gap between HOMO and LUMO (alpha / beta): 6.99 / 7.24 eV
* spin multiplicity: 8
* E_HOMO (alpha / beta): -17.07 / -17.08 eV
* strongest force on any atom: 0.1084 Eh/bohr
* net charge: +2
* total energy: -24532.45359 eV
* relative energy (zero: lowest compared OMol25 entry of this formula, charge and spin): 0.0 kJ/mol

```
9
Properties=species:S:1:pos:R:3:forces:R:3:lowdin_spin:R:1
C 1.366 -0.680 -0.390 0.09 -0.62 1.01 -0.001
C 0.700 -0.124 0.651 0.82 -2.51 -3.55 0.000
C -0.430 0.639 0.207 -0.72 1.52 5.31 0.000
O -1.502 0.171 -0.199 -0.48 0.74 -1.75 -0.016
Eu -3.710 0.795 -1.105 0.76 -0.35 0.33 7.016
H 1.936 -1.601 -0.266 0.55 0.64 0.06 0.000
H 1.315 -0.272 -1.402 -0.24 -0.24 0.26 0.000
H 0.743 -0.509 1.670 -0.07 0.42 -0.03 0.000
H -0.417 1.582 0.835 -0.71 0.40 -1.64 0.000
```
Forces are in eV/Å.